No. 1
16
Properties=species:S:1:pos:R:3:nbo_charge:R:1 method="wB97M-V/def2-TZVPD" homo_energy_ev=-8.80 molar_mass_g_mol=159.576 charge=0
C 2.02693 0.82031 -0.30033 -0.079
C 0.22545 2.02755 0.15125 0.178
C 1.00119 -0.01880 -0.06265 0.197
C -1.42613 0.03045 0.30370 -0.399
C 1.89492 -2.17247 -0.63898 -0.005
N 1.52461 2.10101 -0.15564 -0.444
N 1.07243 -1.42791 0.09960 0.080
N -0.14814 0.67000 0.15879 -0.324
O 0.35552 -1.98990 1.00976 -0.527
Cl 3.15182 -1.55247 -1.72642 0.014
H 3.04115 0.43892 -0.41825 0.229
H -0.46863 2.84118 0.23803 0.212
H -1.57492 -0.71166 -0.33101 0.209
H -1.53073 -0.51282 1.26094 0.234
H -2.20748 0.79399 0.24831 0.206
H 1.71175 -3.17960 -0.59149 0.218

---

No. 2
16
Properties=species:S:1:pos:R:3:nbo_charge:R:1 method="wB97M-V/def2-TZVPD" homo_energy_ev="-8.56 / -8.57" molar_mass_g_mol=159.576 charge=0
C 2.35955 1.30658 -0.90460 -0.143
C 3.06392 0.43488 -0.14226 0.020
C -0.36113 -0.38854 -0.90754 0.064
C -1.29129 -1.36145 -0.35008 0.527
C -0.11573 0.77280 1.22167 -0.439
N 1.06185 1.52115 -0.70168 -0.159
N 0.19888 0.52038 -0.17184 -0.243
N -2.63061 -1.39821 -0.76846 -0.830
O -0.87991 -2.36760 0.21107 -0.622
Cl 2.58617 -1.04924 0.42839 0.152
H 2.87453 2.18648 -1.18653 0.228
H -0.97311 0.11968 1.47175 0.227
H 0.76824 0.40896 1.78946 0.215
H -0.31108 1.85182 1.26714 0.225
H -3.22586 -0.56174 -1.07948 0.390
H -3.12442 -1.99595 -0.17702 0.388

---

No. 3
14
Properties=species:S:1:pos:R:3:nbo_charge:R:1 method="wB97M-V/def2-TZVPD" homo_energy_ev="-8.90 / -8.90" molar_mass_g_mol=131.562 charge=0
C -0.45683 0.33285 0.67527 0.397
C 2.31863 0.24653 0.47190 0.607
C -1.33781 0.98397 1.34936 -0.495
C 0.05885 -0.61921 -0.28554 -0.533
C 1.47545 -0.22473 -0.73367 -0.457
N 1.56499 1.00607 1.26379 -0.564
O 3.51051 0.03306 0.56750 -0.604
Cl 1.90648 1.36601 2.87019 0.155
H -1.05090 1.67800 2.12417 0.270
H -2.39799 0.86952 1.17263 0.250
H 0.07570 -1.61031 0.17770 0.249
H -0.60301 -0.65666 -1.15853 0.255
H 1.42355 0.60450 -1.44057 0.231
H 1.99193 -1.05874 -1.20767 0.241

---

No. 4
14
Properties=species:S:1:pos:R:3:nbo_charge:R:1 method="wB97M-V/def2-TZVPD" homo_energy_ev=-9.22 molar_mass_g_mol=131.562 charge=0
C 0.83352 0.49004 -0.48454 0.109
C 0.70758 -0.45555 0.72863 -0.121
C -0.33167 -0.44697 -0.98646 -0.146
C -1.41086 0.00031 0.05141 -0.004
C -0.70368 0.02237 1.21138 -0.287
H 0.36132 2.15121 0.61839 0.470
H 1.67381 0.34687 -1.11994 0.180
H 1.37358 -0.63644 1.54354 0.219
H 1.16806 -1.83472 -0.87995 0.358
H -0.66999 -0.57214 -2.06190 0.227
H -1.08999 0.38550 2.20107 0.242
N 0.36340 -1.55941 -0.25852 -0.579
O 0.85222 1.87891 -0.35949 -0.700
Cl -3.12729 0.23002 -0.20363 0.031

---

No. 5
14
Properties=species:S:1:pos:R:3:nbo_charge:R:1 method="wB97M-V/def2-TZVPD" homo_energy_ev=-8.51 molar_mass_g_mol=131.562 charge=0
C -2.33664 0.84035 -0.04202 -0.003
C -1.02806 1.42352 -0.02934 -0.251
C 0.17956 0.86265 0.01237 -0.168
C 0.62495 -0.53175 0.03117 -0.260
C 1.93339 -0.95192 -0.00764 -0.206
H -3.70053 -1.81628 -0.17517 0.479
H -3.16480 1.52576 0.22382 0.193
H -1.15304 2.49610 0.02892 0.215
H 1.09846 1.50570 0.13415 0.214
H -0.16578 -1.27613 0.20933 0.244
H 2.10864 -2.06700 -0.03889 0.224
N -2.49965 -0.47713 -0.16065 -0.138
O -3.84814 -0.88330 0.11739 -0.561
Cl 3.35415 0.01065 0.00094 0.019

---

No. 6
15
Properties=species:S:1:pos:R:3:nbo_charge:R:1 method="wB97M-V/def2-TZVPD" homo_energy_ev=-9.78 smiles="CN1C(=O)[C@H](Cl)[C@H]1C=O" molar_mass_g_mol=147.561 charge=0
C -1.38924 -0.31778 0.44311 0.686
C 0.97144 1.39177 -0.92882 0.402
C -1.23970 0.12320 -1.08850 -0.326
C 0.35396 -0.05163 -0.70628 -0.118
C 0.79574 -0.69182 1.64272 -0.405
N -0.06006 -0.30946 0.60036 -0.448
O -2.26321 -0.56862 1.25553 -0.575
O 1.64920 1.64585 -1.86655 -0.503
Cl -1.84925 -1.05551 -2.14901 0.032
H 0.77519 2.27843 -0.27038 0.127
H -1.76607 1.08164 -1.26787 0.250
H 0.90653 -0.82377 -1.40918 0.238
H 1.20058 0.05073 2.17367 0.199
H 0.29104 -1.39280 2.44809 0.236
H 1.62383 -1.36021 1.12311 0.203

---

No. 7
15
Properties=species:S:1:pos:R:3:nbo_charge:R:1 method="wB97M-V/def2-TZVPD" homo_energy_ev=-9.17 molar_mass_g_mol=147.561 charge=0
C 1.81460 1.75853 0.11961 0.109
C -0.32184 1.68660 -0.34065 0.556
C 1.69076 0.37123 0.21448 -0.356
C 0.10283 0.42352 -1.07069 0.169
C -1.20342 -1.03090 0.14088 -0.266
N 0.76858 2.47636 -0.13707 -0.458
O -1.49751 1.86323 -0.07303 -0.556
O -0.69036 -0.60865 -1.04868 -0.471
Cl 3.08738 -0.55658 -0.16930 0.012
H 2.85391 2.23539 0.02461 0.209
H 1.08274 -0.03795 0.91208 0.225
H 0.67404 0.44598 -2.01818 0.228
H -0.61686 -1.87738 0.37042 0.179
H -2.27569 -1.42632 -0.16202 0.221
H -1.06233 -0.28197 1.08077 0.198

---

No. 8
13
Properties=species:S:1:pos:R:3:nbo_charge:R:1 method="wB97M-V/def2-TZVPD" homo_energy_ev="-8.22 / -8.23" molar_mass_g_mol=132.530 charge=0
C 1.16233 0.62961 -0.79545 -0.246
C 0.88766 -0.67389 -0.50072 -0.138
C 0.38484 1.89709 -0.60505 -0.635
C -0.01305 -1.17014 0.57847 -0.530
C -1.40319 -0.52249 0.86018 -0.286
P -1.11401 2.00114 0.25102 0.543
Cl -2.84039 -0.80337 -0.24375 -0.070
H 1.85832 0.93747 -1.57082 0.209
H 1.57350 -1.43167 -0.91636 0.217
H 0.86646 2.77956 -0.98398 0.225
H -0.08438 -2.28451 0.45266 0.228
H 0.52165 -1.04391 1.54327 0.248
H -1.79975 -0.31490 1.93050 0.235

---

Calculated values (kcal per mole) of energy relative to the best compared isomer or geometry (same formula, charge and spin) for the records, taken in order: 57.9, 140.4, 93.4, 84.4, 81.0, 13.8, 43.0, 59.7.